1.
The following is a DFT calculation (the ωB97M-V functional and the def2-TZVPD basis) of a molecular structure, C26H67O2RuS2Si7Te.

Computed properties:
Net charge: -2
F_max, eV Å⁻¹: 3.6
Multiplicity: 2
Calculated total energy, hartree: -4367.332944
Frontier orbital gap (spin up / spin down), eV: 5.27 / 5.38
⟨S²⟩: 0.774

Element x y z (Å)
Ru  -0.0710  -0.2290  0.2107
C  2.7902  1.9266  3.4490
C  2.0422  0.9357  2.5892
S  0.4818  1.4613  2.0170
C  2.5771  -0.2563  2.2816
C  3.9463  -0.6551  2.7808
S  1.7671  -1.4540  1.3120
H  2.1742  2.8095  3.6151
H  3.7200  2.2408  2.9620
H  3.0509  1.4940  4.4206
H  3.9839  -0.6790  3.8751
H  4.7116  0.0494  2.4369
H  4.1998  -1.6455  2.4038
C  -2.4912  2.5327  0.0729
O  -1.5529  1.7049  -0.5600
Si  -0.3818  2.1724  -1.6658
C  0.5801  3.6109  -0.8684
C  -1.3098  3.0869  -3.0607
C  0.5170  0.5906  -1.9334
Si  -0.3694  -0.7525  -2.9744
C  -2.2878  -0.7183  -2.7176
C  0.6867  -2.0747  -3.9246
C  -0.4472  0.2991  -4.6624
Si  2.3652  0.6960  -2.0040
C  2.9513  1.6716  -3.5460
C  3.2165  1.6395  -0.5787
C  3.2591  -0.9742  -2.0935
H  -3.2202  2.9202  -0.6491
H  -2.0061  3.3758  0.5781
H  -3.0158  1.9379  0.8245
H  -0.0339  4.5156  -0.8408
H  1.4966  3.8407  -1.4184
H  0.8575  3.3560  0.1555
H  -1.6202  4.0829  -2.7345
H  -2.1984  2.5417  -3.3877
H  -0.6561  3.2060  -3.9287
H  -2.5163  -0.5815  -1.6564
H  -2.7788  -1.6429  -3.0375
H  -2.7523  0.1041  -3.2684
H  1.1902  -2.7702  -3.2543
H  1.4471  -1.5631  -4.5222
H  0.0694  -2.6490  -4.6229
H  -1.0832  1.1868  -4.6291
H  -0.8285  -0.3421  -5.4691
H  0.5574  0.6271  -4.9569
H  2.4881  2.6631  -3.5738
H  2.6743  1.1554  -4.4699
H  4.0370  1.8043  -3.5434
H  3.4509  2.6716  -0.8550
H  4.1433  1.1499  -0.2677
H  2.5642  1.6761  0.2938
H  3.1021  -1.4496  -3.0641
H  2.8683  -1.6415  -1.3226
H  4.3340  -0.8556  -1.9350
C  -5.1264  -3.1962  -0.9245
Si  -5.1309  -3.5974  0.9320
C  -6.9343  -4.0986  1.3425
C  -4.1436  -5.2153  1.1090
Si  -4.2368  -1.8523  2.2330
Te  -1.9411  -0.9959  1.6957
Si  -5.8092  -0.1089  2.1653
C  -5.9692  0.5519  0.3896
C  -5.2355  1.3501  3.2411
C  -7.6033  -0.4543  2.7361
Si  -4.1176  -2.6940  4.4200
C  -3.5722  -1.3248  5.6167
C  -2.8210  -4.0777  4.5240
C  -5.7193  -3.4359  5.1576
H  -5.4767  -4.0326  -1.5343
H  -4.1110  -2.9456  -1.2444
H  -5.7570  -2.3301  -1.1417
H  -7.2089  -5.0482  0.8765
H  -7.6408  -3.3382  0.9984
H  -7.0712  -4.2035  2.4225
H  -4.3982  -5.9357  0.3280
H  -4.3259  -5.6860  2.0787
H  -3.0723  -5.0078  1.0383
H  -4.9742  0.7475  -0.0193
H  -6.5451  1.4789  0.3339
H  -6.4480  -0.1845  -0.2615
H  -4.1565  1.4858  3.1224
H  -5.4256  1.1571  4.3005
H  -5.7267  2.2887  2.9734
H  -8.1259  -1.1083  2.0333
H  -8.1748  0.4722  2.8254
H  -7.6109  -0.9493  3.7115
H  -2.7346  -0.7870  5.1634
H  -3.2473  -1.7074  6.5869
H  -4.3759  -0.6026  5.7842
H  -1.9056  -3.7388  4.0307
H  -3.1605  -4.9760  4.0029
H  -2.5721  -4.3539  5.5514
H  -6.5343  -2.7067  5.1375
H  -5.5775  -3.7536  6.1932
H  -6.0438  -4.3064  4.5810
C  -0.3191  -3.8538  -0.0133
C  -0.9942  -3.0465  -1.1233
C  -1.2148  -3.9721  -2.3279
O  -0.2539  -1.8925  -1.4144
H  -0.9951  -4.6276  0.3619
H  -0.0397  -3.1998  0.8092
H  0.5908  -4.3294  -0.3925
H  -1.9963  -2.7580  -0.7594
H  -0.2663  -4.3873  -2.6727
H  -1.6731  -3.4255  -3.1514
H  -1.8728  -4.7922  -2.0308

2.
The following is a DFT calculation (the ωB97M-V functional and the def2-TZVPD basis) of 5 unconnected molecules or ions with the total composition C26H68B2N5O12.

Computed properties:
Net charge: -1
F_max, eV Å⁻¹: 0.7
Calculated total energy, hartree: -2257.792523
Frontier orbital gap, eV: 5.56

Element x y z (Å)
N  4.0524  -1.1893  -5.6234
B  4.2860  -2.5753  -5.1276
O  4.9032  -3.4052  -6.0828
B  3.7729  -3.0568  -3.5145
O  2.3079  -2.8195  -3.3590
O  4.1416  -4.4444  -3.0951
C  5.0079  -4.3768  -1.9944
C  5.5488  -2.9495  -2.0420
O  4.4676  -2.1836  -2.4882
H  3.9866  -0.5953  -4.7974
H  3.1127  -1.1648  -6.0208
H  5.7639  -3.0659  -6.3423
H  1.8478  -3.6212  -3.6174
H  4.4706  -4.5668  -1.0492
H  5.8099  -5.1235  -2.0931
H  6.3900  -2.9148  -2.7623
H  5.9269  -2.5825  -1.0776
C  2.0608  -0.2159  4.4847
O  2.1044  0.6749  3.3963
C  3.3043  0.6123  2.6241
C  3.0681  0.0159  1.2552
N  2.7582  -1.3986  1.3383
C  2.3689  -2.0099  0.0601
C  1.0894  -1.5226  -0.5961
O  -0.1024  -1.8329  0.1339
C  -0.4245  -0.9150  1.1501
H  1.1673  0.0237  5.0620
H  2.0044  -1.2634  4.1683
H  2.9380  -0.1021  5.1329
H  4.0619  0.0305  3.1603
H  3.6713  1.6369  2.5140
H  3.9823  0.1356  0.6644
H  2.2846  0.6102  0.7607
H  2.0130  -1.5329  2.0090
H  2.2657  -3.0850  0.2271
H  3.1798  -1.8866  -0.6637
H  1.0262  -2.0293  -1.5589
H  1.1113  -0.4439  -0.8001
H  -0.1115  0.1012  0.8844
H  0.0495  -1.1766  2.1059
H  -1.5032  -0.9181  1.3060
C  4.6930  0.2017  -11.7288
O  3.3956  -0.1460  -12.1632
C  3.2188  -1.5255  -12.4603
C  2.3160  -2.1985  -11.4501
N  2.9621  -2.2843  -10.1553
C  2.1302  -2.7879  -9.0691
C  0.8884  -1.9853  -8.6939
O  1.1693  -0.7157  -8.1389
C  1.3542  0.3416  -9.0503
H  4.7287  1.2883  -11.6685
H  4.9327  -0.2140  -10.7447
H  5.4546  -0.1377  -12.4397
H  4.1890  -2.0325  -12.4894
H  2.7641  -1.5948  -13.4531
H  2.0995  -3.2134  -11.8026
H  1.3626  -1.6482  -11.4342
H  3.3220  -1.3742  -9.8978
H  2.7642  -2.8699  -8.1831
H  1.8083  -3.8043  -9.3241
H  0.3673  -2.5452  -7.9137
H  0.1914  -1.8751  -9.5366
H  0.7216  0.2221  -9.9373
H  2.3942  0.4402  -9.3763
H  1.0738  1.2634  -8.5400
C  -8.4771  0.2675  3.3804
O  -7.6017  0.9951  4.2123
C  -7.2314  0.3299  5.4140
C  -5.7707  -0.0577  5.4027
N  -5.5109  -1.1128  4.4341
C  -4.0954  -1.4173  4.2494
C  -3.2040  -0.3117  3.7032
O  -3.4628  0.0356  2.3535
C  -4.4912  0.9788  2.1400
H  -8.7830  0.9347  2.5763
H  -8.0012  -0.6170  2.9427
H  -9.3689  -0.0585  3.9270
H  -7.8586  -0.5553  5.5646
H  -7.4110  1.0211  6.2431
H  -5.5030  -0.4271  6.3990
H  -5.1774  0.8497  5.2235
H  -5.9088  -0.8482  3.5415
H  -4.0181  -2.2731  3.5748
H  -3.6882  -1.7353  5.2159
H  -2.1771  -0.6905  3.7112
H  -3.2183  0.5905  4.3201
H  -4.5747  1.6764  2.9800
H  -5.4662  0.5064  1.9786
H  -4.2381  1.5384  1.2391
C  -2.5431  4.7110  10.1460
O  -2.3007  5.4973  9.0008
C  -0.9333  5.5822  8.6163
C  -0.6893  4.8731  7.3034
N  -0.8504  3.4367  7.4494
C  -0.7908  2.6811  6.2043
C  -1.8635  2.9464  5.1574
O  -3.1651  2.5382  5.5516
C  -3.9192  3.4768  6.2905
H  -3.5923  4.8403  10.4069
H  -2.3506  3.6461  9.9725
H  -1.9274  5.0357  10.9917
H  -0.2942  5.1600  9.3985
H  -0.6835  6.6407  8.5027
H  0.3356  5.0812  6.9796
H  -1.3643  5.3143  6.5554
H  -1.7319  3.2493  7.9107
H  -0.8323  1.6188  6.4582
H  0.1851  2.8564  5.7391
H  -1.6141  2.3484  4.2770
H  -1.8856  3.9950  4.8371
H  -3.6696  4.5033  6.0052
H  -3.7755  3.3720  7.3704
H  -4.9721  3.2980  6.0677

3.
The following is a DFT calculation (the ωB97M-V functional and the def2-TZVPD basis) of a molecular structure, C26H69FeO9.

Computed properties:
Net charge: +2
F_max, eV Å⁻¹: 2.6
Multiplicity: 6
Calculated total energy, hartree: -2972.238151
Frontier orbital gap (spin up / spin down), eV: 6.59 / 3.82
⟨S²⟩: 8.765

Element x y z (Å)
Fe  -1.1304  0.9811  3.5469
C  0.1478  0.0911  -0.4191
C  -1.1367  0.1588  0.3823
O  -0.9132  0.5131  1.7225
H  0.7442  1.0009  -0.3267
H  -0.0762  0.0016  -1.4818
H  0.7610  -0.7517  -0.0958
H  -1.6746  -0.7925  0.3113
H  -1.8090  0.9232  -0.0278
C  -2.3512  -4.0109  1.2288
C  -3.7528  -3.7246  1.7729
C  -4.5420  -2.9157  0.7699
O  -4.2995  -5.0134  2.0105
H  -2.3091  -4.6555  0.3537
H  -1.7395  -4.5201  1.9833
H  -1.7685  -3.1030  1.0177
H  -3.6673  -3.1807  2.7260
H  -4.0222  -1.9970  0.4913
H  -5.5327  -2.6598  1.1473
H  -4.6004  -3.4122  -0.2022
H  -5.2631  -4.9380  2.0518
C  0.6211  -2.8311  3.1619
C  -0.5963  -2.1107  3.7123
C  -1.1410  -2.8148  4.9344
O  -0.2175  -0.7415  4.0827
H  1.0860  -2.2879  2.3372
H  0.3419  -3.8340  2.8518
H  1.4071  -2.9497  3.9171
H  -1.3414  -2.0948  2.9160
H  -0.3288  -3.0267  5.6406
H  -1.5646  -3.8042  4.7612
H  -1.8859  -2.2145  5.4611
H  0.5733  -0.8162  4.6451
C  5.7493  1.2273  -2.8890
C  4.4633  0.7086  -2.2734
C  4.1119  1.3061  -0.9438
O  3.4002  0.9436  -3.2285
H  5.8122  0.9558  -3.9421
H  6.6541  0.8227  -2.4301
H  5.7706  2.3130  -2.7778
H  4.5243  -0.3803  -2.1542
H  4.7417  0.9158  -0.1470
H  3.0664  1.0540  -0.7216
H  4.1506  2.3991  -0.9464
H  3.6347  0.5313  -4.0636
C  -3.5990  3.3094  1.5658
C  -2.1630  3.5803  2.0127
C  -1.8868  5.0633  2.3632
O  -1.9591  2.8669  3.3040
H  -3.6055  2.2687  1.2274
H  -3.9750  3.9501  0.7762
H  -4.2382  3.3692  2.4476
H  -1.4115  3.1891  1.3356
H  -2.0777  5.6773  1.4872
H  -0.8508  5.1433  2.6902
H  -2.5104  5.3688  3.2061
H  -2.4823  3.3314  3.9764
C  -2.6774  -1.3449  -3.5181
C  -3.9758  -0.6619  -3.1266
C  -3.7196  0.8206  -2.8788
O  -4.8885  -0.7646  -4.2088
H  -2.2006  -0.8907  -4.3875
H  -2.8214  -2.4006  -3.7710
H  -1.9337  -1.4065  -2.7129
H  -4.4088  -1.1032  -2.2390
H  -4.6443  1.3993  -2.8124
H  -3.1589  1.2987  -3.6845
H  -3.1932  1.0174  -1.9360
H  -4.4832  -0.4422  -5.0195
C  -0.0710  1.7727  -4.1690
C  1.0154  2.7532  -4.5829
C  0.5146  3.9891  -5.3013
O  1.6142  3.2400  -3.3430
H  -0.7505  2.2100  -3.4357
H  0.4212  0.8966  -3.7424
H  -0.7249  1.4913  -5.0039
H  1.8203  2.2413  -5.1153
H  0.1332  3.6355  -6.2621
H  1.3739  4.6233  -5.5221
H  -0.1880  4.5768  -4.7193
H  2.1039  2.5099  -2.9211
C  2.0179  2.8135  1.4614
C  1.9801  1.8019  2.5838
C  3.1779  1.9119  3.4969
O  0.7383  2.0809  3.3967
H  2.7214  2.4534  0.7070
H  2.2863  3.7964  1.8493
H  1.0670  2.9255  0.9387
H  1.8220  0.7807  2.2379
H  4.0567  1.6413  2.9063
H  3.1659  1.2047  4.3271
H  3.3211  2.9237  3.8792
H  0.9961  2.8046  3.9898
C  3.4054  -2.9980  -1.3567
C  3.0420  -3.4773  0.0462
C  1.7194  -4.2376  0.1962
O  4.0712  -4.4310  0.4391
H  3.3491  -3.8285  -2.0645
H  4.4422  -2.6658  -1.3425
H  2.7485  -2.2055  -1.7230
H  3.1261  -2.7046  0.8147
H  1.6195  -4.9882  -0.5930
H  0.8597  -3.5625  0.1026
H  1.6845  -4.7937  1.1296
H  4.0863  -5.0903  -0.2683

4.
The following is a DFT calculation (the ωB97M-V functional and the def2-TZVPD basis) of 3 unconnected molecules or ions with the total composition C26H69IN8O5P3.

Computed properties:
Net charge: +1
F_max, eV Å⁻¹: 7.4
Calculated total energy, hartree: -3167.390815
Frontier orbital gap, eV: 6.59

Element x y z (Å)
C  -1.9360  -7.1123  0.0257
C  -3.3682  -6.3629  -0.2612
O  -3.2798  -5.2714  -1.2815
P  -2.1479  -4.0711  -0.7250
O  -2.0301  -4.0071  0.8818
C  -2.4500  -2.3030  -1.3795
C  -4.0222  -1.8909  -1.5832
N  -4.8356  -1.7880  -0.3137
C  -4.1628  -1.0625  0.8295
C  -3.7440  0.4912  0.5244
C  -2.1546  0.8399  0.7108
C  -1.4381  0.1670  2.0220
C  0.1462  0.6736  2.2012
N  1.0995  -0.4658  1.8141
C  -5.4052  -3.1448  0.1513
C  -6.9558  -3.0084  0.7317
C  -7.3395  -4.5376  1.2881
I  -8.4354  -2.5958  -0.8692
O  -0.5157  -4.5184  -1.2648
C  -0.4815  -4.6767  -2.7275
C  1.0601  -4.2225  -3.1915
H  -1.1714  -6.4809  0.6625
H  -1.3876  -7.5159  -0.9276
H  -2.1811  -8.0750  0.6877
H  -4.0870  -7.1929  -0.7258
H  -3.8632  -5.9985  0.7502
H  -1.9290  -2.1568  -2.4434
H  -1.8470  -1.5726  -0.6537
H  -4.1021  -0.8589  -2.1409
H  -4.5401  -2.6915  -2.2889
H  -5.6992  -1.2168  -0.5616
H  -3.2993  -1.7491  1.2187
H  -4.9661  -1.0220  1.7117
H  -4.4464  1.1982  1.1710
H  -4.0164  0.7383  -0.6090
H  -2.0846  2.0213  0.8641
H  -1.5662  0.6360  -0.3062
H  -2.0603  0.2934  3.0223
H  -1.3452  -1.0082  1.8343
H  0.2967  0.8438  3.3489
H  0.3712  1.6024  1.5264
H  1.1553  -0.5829  0.7787
H  0.7731  -1.3824  2.1912
H  -5.4572  -3.9214  -0.7276
H  -4.6785  -3.5913  0.9814
H  -7.0074  -2.2266  1.6044
H  -6.4748  -4.9532  1.9805
H  -7.4961  -5.2022  0.3331
H  -8.3867  -4.5279  1.8546
H  -1.2918  -4.0552  -3.3098
H  -0.6718  -5.8137  -3.0344
H  1.0128  -3.2720  -3.8956
H  1.6596  -3.9431  -2.2119
H  1.5363  -5.1609  -3.7399
O  2.7739  -1.9836  -4.7461
P  3.6744  -0.7646  -4.4289
N  3.4704  -0.1037  -5.9708
C  4.2735  -0.2526  -7.1626
C  2.1162  0.3305  -6.3132
N  5.0681  -1.7465  -4.2585
C  6.1275  -1.8912  -5.2348
C  4.8601  -3.0383  -3.5959
N  4.7095  0.6368  -4.0643
C  4.8813  1.8640  -4.8208
C  5.6095  0.5816  -2.9154
H  4.2254  0.6641  -7.7625
H  3.9377  -1.0889  -7.7834
H  5.3310  -0.3637  -6.9676
H  1.8390  1.1934  -5.7010
H  1.3791  -0.4605  -6.1419
H  2.0162  0.6370  -7.3601
H  5.7773  -2.3918  -6.1447
H  6.9615  -2.4868  -4.8391
H  6.5771  -0.9288  -5.4802
H  4.4802  -3.8047  -4.2874
H  4.1473  -2.9445  -2.7672
H  5.7919  -3.4225  -3.1582
H  5.6283  1.7371  -5.6104
H  5.2214  2.6921  -4.1869
H  3.9462  2.2224  -5.2595
H  6.6308  0.3489  -3.2312
H  5.2889  -0.1745  -2.1904
H  5.6305  1.5303  -2.3665
O  -0.8441  4.1426  3.9674
P  0.4019  4.5397  4.7963
N  -0.5271  5.2789  5.9990
C  -0.9339  6.6573  6.1475
C  -1.4018  4.3976  6.7723
N  0.9619  5.6069  3.5786
C  0.8599  7.0510  3.6046
C  0.7817  5.1480  2.1973
N  1.8343  4.9962  5.7493
C  1.9018  5.4909  7.1127
C  3.1488  4.9897  5.1128
H  -1.0131  6.9110  7.2114
H  -1.9001  6.8548  5.6731
H  -0.2101  7.3703  5.7780
H  -0.7977  3.7255  7.3884
H  -2.0397  3.7869  6.1255
H  -2.0663  4.9421  7.4519
H  -0.1816  7.3869  3.5446
H  1.3958  7.5081  2.7616
H  1.3429  7.4685  4.4884
H  -0.2320  5.3488  1.8206
H  0.9683  4.0702  2.1139
H  1.4898  5.6365  1.5136
H  1.7497  6.5740  7.1452
H  2.8764  5.2894  7.5740
H  1.1808  5.0026  7.7738
H  3.4475  6.0020  4.8252
H  3.1585  4.3569  4.2186
H  3.9215  4.5816  5.7747